[1]
{"formula": "C3HBaO3", "method": "ωB97M-V/def2-TZVPD", "fmax_ha_per_bohr": 0.0693, "homo_ev": [-8.844, -8.844], "e_above_lowest_kj_mol": 129.5, "charge": 1, "symbols": ["C", "C", "O", "C", "O", "Ba", "O", "H"], "coordinates": [[-0.278, 2.286, 0.022], [-0.862, 1.402, 0.754], [-1.060, 0.078, 0.324], [-0.044, -0.613, -0.023], [-0.100, -1.852, 0.041], [1.072, -4.325, -0.140], [0.472, 3.071, -0.487], [0.799, -0.047, -0.491]], "forces_ev_per_angstrom": [[1.719, -0.288, -0.355], [-0.348, 1.434, 0.087], [0.481, -1.184, 0.177], [-0.744, 1.784, -0.889], [1.344, -3.290, -0.269], [-1.006, 2.032, 0.191], [-1.183, -0.126, 0.312], [-0.263, -0.362, 0.746]], "nbo_charge": [0.468, -0.344, -0.389, 0.666, -0.911, 1.930, -0.561, 0.142]}

=====

[2]
{"formula": "C5N5O2", "method": "ωB97M-V/def2-TZVPD", "fmax_ha_per_bohr": 0.0917, "homo_ev": [-3.890, -3.478], "charge": -1, "symbols": ["C", "C", "C", "C", "C", "N", "N", "N", "N", "N", "O", "O"], "coordinates": [[-1.254, -1.662, 0.465], [-1.971, -2.279, 1.283], [-0.555, -0.960, -0.338], [0.140, -0.464, -1.302], [-2.815, -2.874, 2.123], [-3.467, -3.543, 2.839], [1.757, 2.675, -1.361], [0.765, -0.084, -2.226], [1.266, 2.365, -2.361], [1.948, 2.286, -0.075], [2.833, 1.512, 0.229], [1.353, 3.028, 0.725]], "forces_ev_per_angstrom": [[-0.086, 0.289, -0.044], [-0.141, 0.222, 0.047], [-0.763, -0.654, 1.680], [0.997, 0.483, -1.999], [-0.553, -1.465, 0.848], [0.269, 0.782, -0.421], [0.690, 1.235, -3.758], [0.284, 0.126, -0.042], [-0.152, -0.121, 1.064], [-0.417, -0.321, 4.685], [-0.342, 0.171, -1.114], [0.214, -0.746, -0.945]], "nbo_charge": [0.152, -0.311, -0.333, 0.230, 0.219, -0.426, -0.040, -0.485, 0.160, 0.562, -0.336, -0.392]}

=====

[3]
{"formula": "C45H37N2O5P2Sr", "method": "ωB97M-V/def2-TZVPD", "fmax_ha_per_bohr": 0.0662, "homo_ev": -10.669, "charge": 1, "symbols": ["Sr", "C", "C", "C", "C", "C", "C", "C", "C", "P", "C", "C", "C", "C", "C", "C", "C", "C", "C", "C", "C", "C", "C", "O", "C", "C", "C", "C", "C", "C", "P", "C", "C", "C", "C", "C", "C", "C", "C", "C", "C", "C", "C", "H", "H", "H", "H", "H", "H", "H", "H", "H", "H", "H", "H", "H", "H", "H", "H", "H", "H", "H", "H", "H", "H", "H", "H", "H", "H", "H", "H", "H", "H", "H", "H", "C", "C", "N", "C", "C", "N", "C", "O", "O", "C", "O", "O", "H", "H", "H", "H", "H"], "coordinates": [[0.025, 1.047, 1.422], [-0.351, -4.134, -4.486], [-0.205, -4.129, -2.981], [0.139, -5.539, -2.498], [1.015, -3.185, -2.701], [2.226, -3.484, -3.300], [3.298, -2.670, -3.007], [3.241, -1.504, -2.291], [2.012, -1.122, -1.725], [1.717, 0.522, -1.053], [3.290, 1.208, -0.490], [3.366, 2.646, -0.319], [4.560, 3.246, 0.024], [5.701, 2.413, 0.259], [5.619, 1.029, 0.199], [4.404, 0.433, -0.106], [1.219, 1.477, -2.434], [-0.063, 1.994, -2.641], [-0.376, 2.642, -3.806], [0.564, 2.628, -4.848], [1.824, 2.023, -4.666], [2.234, 1.613, -3.422], [0.891, -2.004, -1.971], [-0.225, -1.716, -1.241], [-1.379, -2.506, -1.346], [-2.457, -2.162, -0.469], [-3.656, -2.833, -0.712], [-3.763, -3.814, -1.687], [-2.712, -4.054, -2.585], [-1.458, -3.503, -2.329], [-2.077, -0.871, 0.717], [-3.626, -0.057, 1.375], [-4.741, 0.151, 0.482], [-5.726, 0.978, 0.882], [-5.756, 1.586, 2.127], [-4.674, 1.450, 2.984], [-3.644, 0.632, 2.591], [-1.465, -1.866, 2.195], [-0.097, -2.189, 2.306], [0.355, -2.761, 3.510], [-0.531, -3.224, 4.421], [-1.897, -2.894, 4.315], [-2.363, -2.200, 3.223], [0.465, -4.724, -4.875], [-0.404, -3.102, -4.946], [-1.268, -4.683, -4.883], [0.832, -5.952, -3.268], [-0.731, -6.227, -2.496], [0.776, -5.567, -1.564], [2.397, -4.310, -4.022], [4.294, -3.012, -3.407], [4.075, -0.788, -2.163], [2.486, 3.313, -0.569], [4.830, 4.312, -0.028], [6.638, 2.860, 0.601], [6.479, 0.477, 0.457], [4.422, -0.647, -0.010], [-0.805, 1.893, -1.857], [-1.355, 3.050, -3.982], [0.273, 3.116, -5.833], [2.509, 1.936, -5.490], [3.262, 1.474, -3.225], [-4.471, -2.719, -0.003], [-4.759, -4.264, -1.848], [-2.938, -4.743, -3.383], [-4.659, -0.273, -0.510], [-6.558, 1.170, 0.157], [-6.570, 2.309, 2.349], [-4.523, 1.930, 3.931], [-2.804, 0.524, 3.291], [0.625, -2.015, 1.486], [1.408, -3.013, 3.638], [-0.163, -3.764, 5.315], [-2.531, -3.171, 5.162], [-3.385, -1.864, 3.176], [-1.325, 4.840, 1.019], [-0.426, 4.459, 2.091], [-0.096, 3.200, 2.360], [0.790, 3.204, 3.473], [0.916, 4.510, 3.872], [0.100, 5.246, 3.024], [1.641, 5.300, 4.956], [1.989, 4.583, 5.973], [1.748, 6.487, 4.807], [1.466, 1.956, 3.889], [1.968, 1.999, 5.044], [1.453, 0.863, 3.170], [-0.794, 5.490, 0.309], [-2.243, 5.258, 1.493], [-1.622, 3.937, 0.477], [0.029, 6.286, 3.128], [2.106, 3.560, 5.795]], "forces_ev_per_angstrom": [[0.006, -1.249, -0.839], [-1.723, -0.017, -1.690], [0.261, 2.183, 0.437], [1.048, -0.787, -0.051], [-1.394, -0.485, -0.477], [0.473, 0.217, 0.028], [2.799, -1.138, -1.348], [-0.916, 1.349, 0.803], [-0.517, -1.286, -1.475], [-0.780, -0.585, 2.397], [0.846, 1.080, 0.651], [-0.815, -0.315, -0.979], [2.159, -0.849, -0.149], [-0.641, 0.441, 0.260], [-1.022, 1.813, 0.274], [-0.090, 0.073, -0.207], [1.205, 0.927, -1.464], [0.612, -0.618, 1.028], [0.630, -0.047, -1.442], [-0.579, 0.199, -0.797], [-0.414, 1.066, -0.573], [-2.520, 0.368, 0.032], [1.619, 0.023, 1.137], [-1.090, -0.364, 0.265], [0.077, 0.492, -0.132], [0.705, -0.467, -2.024], [0.270, -0.568, 1.249], [-0.660, 0.696, -1.111], [-0.781, -0.086, 1.516], [0.272, -0.601, 0.255], [-0.610, -0.301, 1.412], [-0.850, -0.043, -1.372], [3.157, -0.927, 0.866], [-2.551, 0.738, -0.987], [-0.401, 1.507, 0.523], [-0.365, -0.227, -0.526], [1.574, -0.959, -0.082], [0.092, 0.447, -0.564], [-0.341, 0.437, 0.338], [1.058, -0.602, -1.830], [-1.025, 0.011, 1.765], [0.495, -0.521, 0.716], [0.572, 0.069, 0.008], [0.383, 0.251, -0.531], [0.289, -1.139, 0.603], [0.929, 0.621, 0.823], [-0.442, 0.107, 0.487], [0.441, 0.490, 0.378], [-1.271, 0.079, -0.663], [-0.383, 0.494, 0.904], [-1.080, 0.639, 0.334], [-0.342, -0.986, -0.320], [0.987, -1.016, 0.199], [-1.014, -0.400, 0.321], [-0.288, 0.019, -0.403], [0.713, -0.832, 0.206], [-0.594, 0.039, -0.411], [-0.077, -0.115, 0.020], [-0.137, 0.222, 0.093], [0.576, -0.883, 1.330], [0.192, 0.339, -0.258], [0.841, -0.776, 0.241], [-0.063, 0.244, -0.208], [0.785, 0.110, 0.093], [0.515, -0.193, -0.128], [-0.422, -0.023, -0.024], [0.721, -0.121, 0.856], [0.591, -0.799, -0.048], [-0.583, 0.377, 0.263], [-0.222, -0.039, -0.294], [-0.485, 0.111, 0.449], [-0.174, 0.268, -0.134], [-0.358, 0.419, -0.662], [-0.076, 0.087, -0.506], [-0.157, -0.161, -0.038], [-0.937, 0.284, -0.446], [0.394, -1.689, 1.483], [0.856, 1.034, 0.430], [-1.019, 0.896, -1.822], [-0.301, 0.212, 0.051], [0.853, 1.795, 0.533], [-0.886, -1.149, -1.406], [1.248, -1.336, 0.954], [0.024, 0.248, 0.411], [1.037, -1.969, 2.537], [-0.211, 0.433, -1.358], [-0.104, 2.234, 0.841], [-0.623, 0.188, 0.252], [0.591, 0.177, -0.827], [0.002, 0.179, 0.079], [0.177, -1.393, -0.227], [-0.740, 1.323, -0.297]], "mulliken_charge": [2.402, -1.576, 2.302, -1.517, 0.864, -1.181, -1.354, -0.385, 0.576, 0.409, 0.930, -0.670, -0.782, -0.431, -0.812, -0.478, 0.733, -0.193, -0.668, -0.397, -0.814, -0.677, -1.068, 0.399, -0.577, -0.272, -0.121, -1.137, -0.583, -0.004, 1.168, 0.655, -0.953, -0.492, -0.570, -0.864, -0.659, 1.102, 0.120, -0.980, -0.558, -0.691, -0.596, 0.500, 0.311, 0.320, 0.405, 0.360, 0.310, 0.276, 0.289, 0.583, 0.244, 0.395, 0.382, 0.484, 0.670, 0.390, 0.465, 0.310, 0.462, 0.449, 0.486, 0.366, 0.369, 0.442, 0.340, 0.343, 0.479, 0.559, 0.172, 0.433, 0.354, 0.394, 0.577, -1.025, -0.165, -0.365, 0.052, -0.103, 0.033, 0.459, -0.495, -0.581, 0.752, -0.854, -0.821, 0.338, 0.322, 0.136, 0.312, 0.484]}